1.
C11H15F6IrN5O6S2Se as an isolated structure at a distorted geometry. Source: the OMol25 dataset; level of theory: the ωB97M-V functional and the def2-TZVPD basis.

The calculation puts the HOMO-LUMO gap (spin up / spin down) at 6.7431 / 5.5176 eV. Its multiplicity is 5. The calculation puts the energy relative to the best compared isomer or geometry (same formula, charge and spin) at 1.874 eV. Its total charge is +1. For the largest force on an atom, the calculation gives 2.72 eV/A. For the total energy, the calculation gives -5054.205034 Ha. The expectation value of S² is 6.02.

```
47
Properties=species:S:1:pos:R:3:forces:R:3:mulliken_spin:R:1
C 1.639 5.259 -0.495 -0.155 0.170 0.181 0.0405
H -4.798 0.364 1.207 -0.105 0.052 0.059 0.0058
O -2.410 -4.005 0.038 -1.391 -1.267 -0.222 0.5300
H 3.481 2.722 -1.445 -0.068 0.111 -0.023 -0.0015
Se 1.782 1.391 0.684 -0.038 1.206 0.207 0.8358
C 1.682 -5.694 -0.723 0.335 -0.554 -0.183 0.0024
N 0.942 4.112 1.240 0.516 -0.099 -0.729 0.0517
F 2.248 -5.693 -1.922 -0.077 0.300 0.149 0.0000
N -1.648 -0.460 0.613 0.377 -0.333 -1.284 0.4277
C -3.418 -1.914 0.352 -0.530 0.750 0.200 0.1120
F 2.524 -6.213 0.157 -0.066 0.281 0.086 0.0007
C 0.970 5.352 0.689 0.068 0.219 -0.251 0.0368
F 1.136 -0.655 -1.831 0.086 -0.219 0.004 0.0063
H -4.793 -3.481 0.014 -0.005 -0.021 0.029 0.0033
N 2.004 3.959 -0.657 -0.471 0.099 0.879 0.0403
H 0.527 6.206 1.161 -0.071 0.118 0.099 0.0047
N -2.359 -2.757 0.135 1.841 -0.239 0.064 0.3120
S 1.253 -3.943 -0.233 1.476 -0.830 -1.192 -0.0567
O 1.413 -1.237 0.761 -0.375 -0.192 0.570 0.0059
C 2.399 -1.080 -1.655 -0.113 0.436 -0.355 0.0068
F 0.587 -6.436 -0.763 -0.053 0.515 0.105 0.0002
O -1.132 0.794 0.289 -0.075 0.426 0.111 0.0163
N 2.676 -3.284 -0.005 0.005 -0.304 0.209 0.0079
H -5.471 -1.863 -0.239 -0.052 0.101 -0.031 0.0090
O 0.471 -4.021 0.972 -0.712 -0.147 0.721 -0.0005
H -1.394 0.999 -0.626 -0.076 -0.216 0.116 0.0178
H 0.256 4.619 3.133 0.056 -0.017 -0.102 0.0004
C 1.577 3.250 0.414 0.044 -0.658 0.057 -0.0646
O 3.816 -1.115 0.573 0.526 -0.223 0.211 0.0066
H -5.177 -2.446 1.398 -0.084 -0.018 0.073 0.0139
C -4.800 -2.457 0.376 0.124 0.011 -0.091 0.0079
Ir -0.574 -2.077 0.466 -1.124 1.724 1.784 1.3220
H 0.890 2.963 2.962 -0.054 0.113 -0.038 0.0035
C -3.946 0.577 0.568 -0.002 -0.110 0.009 -0.0185
C 0.311 3.750 2.479 -0.438 -0.318 0.763 0.0012
H -4.328 0.800 -0.430 -0.056 0.145 -0.009 0.0146
H 3.164 4.215 -2.356 -0.046 0.008 0.094 0.0010
O 0.565 -3.311 -1.335 -0.337 -0.406 -0.719 0.0194
F 2.693 -1.966 -2.588 0.041 -0.085 0.265 0.0004
H -3.427 1.450 0.954 -0.053 0.048 0.030 0.0053
C 2.707 3.411 -1.784 0.428 -0.498 -0.741 0.0045
H -0.697 3.374 2.292 0.088 0.035 0.007 -0.0021
H 2.016 2.861 -2.427 0.048 0.053 0.060 -0.0011
C -3.033 -0.599 0.525 -0.014 -0.439 0.082 0.2583
S 2.631 -1.735 0.114 0.262 0.377 -1.205 0.0041
H 1.869 6.019 -1.212 0.091 0.117 -0.151 0.0053
F 3.177 -0.006 -1.837 0.228 -0.223 0.099 0.0025
```
Positions in Å, forces in eV/Å.


2.
A 2-piece molecular cluster, C39H34N4O2 overall at a distorted geometry. Source: the OMol25 dataset; level of theory: the ωB97M-V functional and the def2-TZVPD basis.

As for the structure (SMILES): c1ccc(CN2CCN3CCN(Cc4ccccc4)c4cncc2c43)cc1.O=C1C(=Cc2ccccc2)C(=O)c2ccccc21. The calculation puts the HOMO-LUMO gap at 6.5720 eV. The calculation puts the energy relative to the best compared isomer or geometry (same formula, charge and spin) at 0.532 eV. Its total charge is 0. For the largest force on an atom, the calculation gives 1.73 eV/A. For the total energy, the calculation gives -1876.023083 Ha.

```
79
Properties=species:S:1:pos:R:3:forces:R:3:mulliken_charge:R:1
H -1.609 -2.683 -1.765 -0.077 0.084 -0.163 0.4771
H 0.169 4.638 1.739 -0.197 -0.092 0.123 0.5250
N -0.587 1.735 3.274 0.071 0.452 0.808 -0.0017
N -0.867 -1.036 3.546 -0.574 -0.958 0.547 0.3737
H -2.505 -1.753 1.840 -0.013 -0.330 0.064 0.4158
H -3.793 -3.224 0.347 0.038 -0.210 0.191 0.4698
C -1.561 -4.753 3.141 -0.169 0.193 -0.307 -0.6783
C -1.742 0.612 -4.719 -0.675 0.241 -0.156 -0.1189
C -3.009 0.203 -4.289 -0.030 0.450 -0.521 0.1792
H -2.310 -6.673 2.495 0.012 0.276 -0.038 0.3669
H 1.220 4.407 -0.068 0.118 -0.196 -0.061 0.5471
C -4.156 0.747 -4.867 0.081 0.023 -0.007 -0.4508
C -2.724 2.110 -6.308 -0.356 -0.301 0.327 -0.4978
C 1.519 -1.493 -2.103 -0.138 -0.022 -0.071 0.3012
O -3.774 -1.402 -2.613 0.900 0.696 -0.697 -0.6497
H -3.774 -5.708 0.723 0.210 0.092 0.106 0.3969
C 0.006 -1.265 1.265 -0.048 0.883 0.366 -1.3056
H -1.828 -0.641 5.321 0.052 0.140 0.035 0.5035
C 0.674 1.423 1.240 -0.370 -0.865 -0.309 -0.3684
H 1.599 0.873 -0.651 -0.362 -0.105 0.061 0.4281
C 3.979 4.008 -0.704 0.148 -0.072 0.268 -0.6358
C -3.198 -3.673 1.142 0.133 -0.059 0.454 -0.6759
C -0.678 3.163 3.058 0.076 0.215 0.506 -0.9247
N 0.890 2.789 1.180 1.035 1.118 0.094 0.6202
C 2.242 -4.167 -2.245 -0.005 0.141 0.093 -0.5662
H 5.450 3.502 2.854 -0.034 0.027 -0.272 0.3666
C 0.987 0.546 0.191 -1.101 -0.107 0.684 -0.7761
H -0.995 -2.624 4.878 0.051 0.004 -0.200 0.5839
C -0.188 3.606 1.693 -0.243 -0.102 -0.463 -0.7716
H 3.581 -1.054 -1.679 -0.207 -0.394 -0.266 0.4120
C 3.220 -3.186 -2.019 -0.268 0.066 0.021 -0.4705
C -3.159 -5.056 1.342 0.128 0.203 0.057 -0.6105
C -1.582 1.571 -5.716 -0.131 -0.072 0.042 -0.3391
H -5.133 0.420 -4.515 0.142 0.121 -0.147 0.4705
H -0.894 -5.162 3.903 -0.199 0.013 -0.202 0.3946
H 0.314 -2.789 3.701 -0.213 0.058 0.001 0.3614
C -2.876 -0.824 -3.213 -0.081 -0.523 0.667 -0.5551
H -0.577 1.871 -6.003 -0.199 -0.027 -0.027 0.4789
H 1.510 2.863 -0.855 0.001 0.121 0.051 0.3409
C 0.498 -2.455 -2.236 1.631 -0.414 -0.052 0.5442
H -2.500 1.228 4.005 0.256 -0.008 0.072 0.3882
H -0.123 -0.168 5.327 -0.009 0.065 -0.068 0.3299
H 2.524 -5.216 -2.367 -0.053 0.378 0.110 0.3719
H -4.889 2.138 -6.353 0.202 -0.138 0.154 0.3827
H -1.342 1.874 5.199 -0.087 -0.175 -0.146 0.4254
C -0.895 -2.050 -2.294 -0.186 0.243 -0.782 -0.1517
H 6.932 4.262 0.987 -0.279 -0.068 -0.071 0.3591
C -0.048 0.898 2.343 -0.205 -0.702 -1.109 0.5444
C 5.875 4.065 0.803 -0.282 -0.063 0.050 -0.4035
C -0.678 -0.078 -3.955 1.272 0.085 0.137 0.8530
N 0.487 -0.689 0.169 1.631 -0.329 0.384 0.1220
C -0.740 -2.478 3.821 0.128 0.656 -0.139 -1.5008
H 3.038 3.074 2.429 0.159 0.061 -0.225 0.3274
C 0.892 -3.814 -2.291 -0.390 0.637 0.042 -0.6170
C 3.146 3.587 0.343 0.303 -0.023 0.247 1.1089
H 0.109 -4.565 -2.415 0.316 0.040 0.071 0.4243
H 1.238 -0.451 -2.151 0.157 -0.329 0.202 0.2317
H -1.045 3.571 1.001 0.041 0.084 -0.053 0.3190
C -1.617 -3.364 2.964 -0.393 -0.264 -0.176 0.7717
C 2.852 -1.838 -1.911 -0.217 -0.458 -0.256 -0.7045
C -1.391 -1.029 -3.036 0.068 -0.361 0.356 0.3367
C -0.294 -0.505 2.414 0.816 0.591 -0.860 0.3213
C 3.689 3.400 1.617 0.239 0.108 -0.157 -0.1765
H 3.549 4.152 -1.696 0.151 -0.029 0.187 0.3799
C -4.010 1.700 -5.880 0.522 -0.046 0.017 -0.4290
C 5.049 3.641 1.850 -0.180 0.060 -0.385 -0.6393
H -2.630 2.849 -7.104 -0.053 -0.178 0.230 0.3893
H 4.269 -3.471 -1.935 -0.267 0.016 0.012 0.3881
H 5.979 4.580 -1.294 -0.196 -0.111 0.204 0.3594
H -0.124 3.699 3.848 -0.109 -0.178 -0.129 0.3555
C -2.339 -5.594 2.341 -0.055 0.202 0.022 -0.5131
C -1.037 -0.196 4.711 0.205 -0.061 0.095 -0.6973
O 0.523 0.164 -4.086 -1.697 -0.330 0.019 -0.7110
H -1.737 3.461 3.146 0.201 0.022 0.045 0.3507
C 1.661 3.413 0.082 -0.636 -0.433 0.438 -1.6945
C 5.338 4.245 -0.478 -0.196 -0.056 0.264 -0.5318
C -2.461 -2.833 1.983 -0.046 -0.247 -0.079 0.0886
C -1.439 1.214 4.323 -0.149 0.119 -0.186 -1.0231
H -0.155 -2.344 1.235 -0.118 0.454 -0.140 0.7031
```
Positions in Å, forces in eV/Å.